(1)
A cluster of 14 separate species, C66H174N9O29P5 in total at a distorted geometry, computed with wB97M-V/def2-TZVPD.

CARTESIAN COORDINATES (ANGSTROEM)
C: -0.7126 2.7474 4.7494
C: -1.5831 2.1230 5.8791
C: -0.8143 1.4447 7.0129
O: -1.6325 0.4656 7.6574
C: -0.9865 -0.4024 8.5072
N: -2.4574 3.1963 6.3799
H: 0.1550 2.1359 4.5016
H: -0.2346 3.6936 5.0029
H: -1.3480 2.9111 3.8790
H: -2.1541 1.3408 5.3789
H: -0.6203 2.2178 7.7564
H: 0.1031 0.9946 6.6335
H: -1.6965 -0.8694 9.1897
H: -0.3967 0.2309 9.1699
H: -0.3341 -1.0877 7.9661
H: -1.8791 3.8707 6.8603
H: -3.0824 2.8159 7.0762
C: -4.3521 -3.0102 0.7301
C: -4.1188 -4.3267 1.3997
C: -3.1245 -4.2714 2.5902
O: -1.8074 -4.1418 2.0562
C: -0.8414 -4.5112 2.9775
N: -5.3765 -4.7185 1.8989
H: -4.6707 -2.3263 1.5168
H: -5.1119 -3.0904 -0.0473
H: -3.4771 -2.7455 0.1364
H: -3.7869 -5.0628 0.6675
H: -3.1692 -5.1363 3.2520
H: -3.3793 -3.4253 3.2284
H: 0.1498 -4.3607 2.5498
H: -0.7876 -5.5853 3.1552
H: -0.8231 -3.8508 3.8445
H: -5.2895 -5.5661 2.4413
H: -6.0765 -4.9478 1.2079
C: -3.8962 -1.7814 6.4100
C: -4.8862 -0.7923 7.0169
C: -5.0947 -1.0648 8.5334
O: -6.1918 -0.2751 9.0034
C: -6.9244 -0.8379 10.0966
N: -4.4819 0.6080 6.8765
H: -3.9091 -1.7472 5.3206
H: -4.1934 -2.8080 6.6242
H: -2.9163 -1.8075 6.8867
H: -5.8331 -0.8702 6.4827
H: -4.1557 -0.9894 9.0817
H: -5.3599 -2.1199 8.4660
H: -7.4959 -1.7155 9.7945
H: -7.6257 -0.0631 10.4064
H: -6.2775 -1.1531 10.9153
H: -5.1284 1.0353 7.5243
H: -3.5763 0.7408 7.3034
C: -0.3538 8.1029 -3.3499
C: -0.6728 8.0291 -1.7929
C: -1.6575 6.8637 -1.5196
O: -1.1760 5.6709 -2.1786
C: -2.1973 4.6633 -2.2245
N: 0.6149 7.8616 -0.9961
H: -1.2185 8.2070 -4.0054
H: 0.2541 7.2325 -3.5968
H: 0.2959 8.9714 -3.4576
H: -1.0482 8.9977 -1.4626
H: -2.6081 7.0876 -2.0037
H: -1.7855 6.6855 -0.4519
H: -1.7063 3.7871 -2.6481
H: -3.0478 5.0310 -2.7984
H: -2.4532 4.3522 -1.2116
H: 0.2831 7.7142 -0.0536
H: 1.0750 6.9809 -1.1772
C: -5.9017 5.6621 0.7703
C: -5.7074 4.6528 1.8965
C: -4.3146 3.9434 1.8907
O: -4.2551 3.1220 0.8167
C: -3.0113 2.3921 0.7126
N: -6.0040 5.2027 3.2169
H: -5.0941 6.3928 0.7261
H: -6.8601 6.1626 0.9081
H: -6.0166 5.2144 -0.2169
H: -6.4664 3.8902 1.7222
H: -4.2001 3.4082 2.8333
H: -3.5405 4.7107 1.8771
H: -2.1377 3.0380 0.6250
H: -2.9899 1.7229 -0.1475
H: -2.9067 1.6827 1.5336
H: -6.0384 4.5046 3.9459
H: -6.9053 5.6571 3.2539
C: 4.7963 1.0622 -7.8484
C: 5.3402 0.9117 -6.4742
C: 4.2373 1.2211 -5.3556
O: 3.7406 2.5565 -5.3841
C: 2.6265 2.7747 -4.5310
N: 5.8136 -0.4244 -6.2886
H: 4.3344 2.0488 -7.8853
H: 4.0682 0.3150 -8.1638
H: 5.5771 1.0109 -8.6072
H: 6.2787 1.4586 -6.3834
H: 4.6918 0.9507 -4.4024
H: 3.4053 0.5207 -5.4287
H: 2.8372 2.5527 -3.4848
H: 1.6379 2.4034 -4.8011
H: 2.6739 3.8586 -4.4263
H: 4.9938 -0.9457 -6.0122
H: 6.1753 -0.8768 -7.1161
C: -5.0658 0.3697 3.0926
C: -6.5170 0.2752 2.5619
C: -7.5749 0.9298 3.4700
O: -8.8915 0.8277 2.8621
C: -9.4442 -0.4797 2.8438
N: -6.5318 0.9031 1.2854
H: -4.9402 -0.0590 4.0869
H: -4.7109 1.3998 3.0593
H: -4.3083 -0.2873 2.6652
H: -6.7470 -0.7798 2.4125
H: -7.3355 1.9810 3.6309
H: -7.5333 0.4343 4.4400
H: -8.7901 -1.3185 3.0814
H: -10.0063 -0.5756 1.9148
H: -10.1486 -0.4666 3.6755
H: -5.8276 1.6206 1.1889
H: -7.4532 1.2916 1.1432
C: 4.1849 0.4281 -1.1714
C: 5.0673 0.3839 0.0718
C: 6.5465 0.9668 -0.2736
O: 7.2955 0.2304 -1.2040
C: 7.5564 -1.1377 -0.8381
N: 4.5041 1.3178 1.0100
H: 4.0654 1.4496 -1.5324
H: 3.2563 -0.1182 -1.0058
H: 4.7668 -0.1469 -1.8918
H: 5.0522 -0.6129 0.5126
H: 7.1318 1.0797 0.6390
H: 6.5499 1.9542 -0.7354
H: 8.0351 -1.6007 -1.7011
H: 6.6959 -1.8039 -0.7756
H: 8.1073 -1.2434 0.0965
H: 3.5432 1.2305 1.3085
H: 5.1249 1.3902 1.8034
C: 0.6094 -7.2472 -1.5690
C: -0.2612 -6.0970 -1.0791
C: -1.4510 -5.7822 -2.0291
O: -0.9868 -5.2875 -3.2759
C: -2.0594 -4.7801 -4.0257
N: -0.6347 -6.3920 0.3053
H: 0.0857 -8.1731 -1.8068
H: 1.3261 -7.3732 -0.7576
H: 1.1148 -6.8685 -2.4575
H: 0.4001 -5.2413 -0.9433
H: -2.1130 -5.1349 -1.4539
H: -2.0147 -6.7059 -2.1601
H: -1.9211 -4.9420 -5.0947
H: -2.1201 -3.7156 -3.7989
H: -2.9709 -5.3330 -3.7984
H: -1.2191 -5.6385 0.6381
H: -1.2530 -7.1864 0.3872
C: -0.1309 -8.3807 3.1194
C: 0.3901 -8.3298 4.5480
O: 0.3594 -6.9406 4.8885
P: 1.5736 -6.1753 5.6327
O: 2.9358 -6.6170 5.2726
O: 1.1894 -6.3233 7.2507
C: 1.5528 -7.4543 7.9518
C: 0.7257 -7.3796 9.2754
O: 1.2204 -4.5970 5.2318
C: 1.8613 -3.5639 5.8887
C: 1.0273 -2.2941 5.6280
H: -1.2006 -8.2059 3.0044
H: 0.4627 -7.6934 2.5167
H: -0.0088 -9.3971 2.7449
H: -0.2035 -8.8091 5.3265
H: 1.4202 -8.6744 4.4575
H: 1.2736 -8.3533 7.4023
H: 2.6375 -7.4487 8.0593
H: -0.1725 -6.7909 9.0885
H: 0.7214 -8.3264 9.8155
H: 1.1609 -6.6554 9.9640
H: 2.0896 -3.9215 6.8927
H: 2.8432 -3.4773 5.4233
H: -0.0072 -2.4335 5.9419
H: 1.3605 -1.4518 6.2342
H: 0.8862 -1.9604 4.6000
C: 3.6735 -3.5454 -0.5433
C: 3.4348 -4.1259 -1.9050
O: 3.3253 -3.1342 -2.8905
P: 3.7957 -3.4997 -4.3781
O: 3.4917 -2.4458 -5.3992
O: 5.3225 -4.0057 -4.2385
C: 6.3389 -3.0704 -3.9410
C: 7.3048 -3.8790 -3.1779
O: 3.0798 -4.9216 -4.7451
C: 1.7577 -5.0379 -5.0269
C: 1.4062 -5.4156 -6.4551
H: 4.5128 -2.8596 -0.6592
H: 2.7626 -3.0824 -0.1638
H: 4.0070 -4.3235 0.1433
H: 4.2369 -4.8552 -2.0180
H: 2.4718 -4.6365 -1.9027
H: 6.7614 -2.6798 -4.8667
H: 5.9510 -2.2253 -3.3723
H: 6.8898 -4.0486 -2.1844
H: 7.5644 -4.8374 -3.6275
H: 8.2233 -3.3040 -3.0607
H: 1.3594 -5.8015 -4.3588
H: 1.1823 -4.1376 -4.8111
H: 0.3419 -5.6108 -6.5860
H: 1.6622 -4.6234 -7.1587
H: 1.9257 -6.3210 -6.7690
C: 4.9625 4.9077 0.6791
C: 4.9617 4.5346 -0.8199
O: 4.3766 5.5255 -1.6650
P: 5.2308 6.7461 -2.2392
O: 6.7160 6.6660 -2.1061
O: 4.6644 6.8297 -3.7955
C: 3.3543 7.2116 -4.2393
C: 3.1014 6.9208 -5.7336
O: 4.4954 8.0281 -1.4946
C: 4.9966 8.4282 -0.2373
C: 3.7609 8.5438 0.6060
H: 3.9130 5.0505 0.9364
H: 5.3380 4.1491 1.3658
H: 5.4327 5.8407 0.9898
H: 5.9658 4.3021 -1.1744
H: 4.3582 3.6273 -0.7944
H: 2.5895 6.6909 -3.6631
H: 3.2586 8.2555 -3.9407
H: 2.9751 5.8714 -6.0000
H: 2.1395 7.4045 -5.9033
H: 3.8844 7.4049 -6.3173
H: 5.7817 7.7698 0.1344
H: 5.4327 9.4252 -0.3005
H: 4.0058 9.0454 1.5423
H: 3.0202 9.1083 0.0395
H: 3.3516 7.5478 0.7751
C: -0.3365 -2.3711 -1.5073
C: -0.0326 -0.9143 -1.4188
O: 0.8935 -0.7066 -0.3978
P: 0.5297 0.5114 0.6663
O: 1.6253 0.6861 1.6757
O: -0.9488 0.1185 1.3281
C: -1.1006 -1.0548 2.0358
C: -1.4083 -0.6478 3.4528
O: 0.1846 1.8249 -0.2775
C: 1.1571 2.7759 -0.5837
C: 0.9215 3.9947 0.3025
H: 0.5097 -2.8868 -1.9613
H: -0.5312 -2.7731 -0.5130
H: -1.1939 -2.5117 -2.1654
H: 0.4050 -0.5490 -2.3479
H: -0.9894 -0.3970 -1.3475
H: -1.9088 -1.5613 1.5081
H: -0.1711 -1.6240 2.0333
H: -1.6300 -1.4906 4.1076
H: -0.6451 -0.0066 3.8938
H: -2.2843 -0.0099 3.5700
H: 2.1581 2.3926 -0.3860
H: 1.1653 3.0419 -1.6407
H: 0.6490 4.8419 -0.3268
H: 0.1016 3.8350 1.0026
H: 1.7796 4.2720 0.9148
C: -3.4065 1.3243 -10.1552
C: -2.2704 0.3500 -10.3035
O: -1.8048 0.3473 -8.9100
P: -0.2043 0.5492 -8.6054
O: 0.6796 -0.2552 -9.4792
O: -0.0503 0.2051 -7.0197
C: 0.0403 -1.1453 -6.6020
C: 0.3835 -1.1471 -5.0787
O: 0.1030 2.1446 -8.5255
C: 1.4067 2.6265 -8.1099
C: 1.4382 4.1648 -8.2448
H: -4.3084 0.8167 -9.8131
H: -3.1733 2.2661 -9.6586
H: -3.6856 1.6929 -11.1423
H: -2.5968 -0.6599 -10.5516
H: -1.5457 0.7715 -11.0001
H: -0.9831 -1.4806 -6.7705
H: 0.7462 -1.7988 -7.1146
H: 1.4646 -1.1236 -4.9416
H: -0.0330 -0.3368 -4.4803
H: -0.2162 -1.9483 -4.6469
H: 1.7068 2.3070 -7.1119
H: 2.1073 2.1200 -8.7736
H: 2.4525 4.4295 -8.5437
H: 0.7600 4.4970 -9.0307
H: 1.2685 4.6985 -7.3097

Values from the calculation:
Maximum force in Eh/bohr: 0.1077
Orbital gap in eV: 8.75
Multiplicity: 1



(2)
A cluster of 2 separate species, C3H11NS2 in total, computed with wB97M-V/def2-TZVPD.

CARTESIAN COORDINATES (ANGSTROEM)
C: 1.4673 0.8623 -0.9369
C: 0.0827 0.9304 -1.5449
N: -0.8134 1.7095 -0.6907
H: 1.4722 0.6066 0.1190
H: 2.1237 0.1464 -1.4339
H: 1.9542 1.8248 -1.0903
H: 0.1821 1.3336 -2.5610
H: -0.3174 -0.0861 -1.6167
H: -1.7012 1.8666 -1.1505
H: -0.4028 2.6185 -0.5093
C: -1.4418 -1.6965 1.9824
S: 0.0226 -0.6518 2.0966
S: 1.4811 -1.8870 1.3654
H: -1.6250 -2.0303 0.9628
H: -2.2866 -1.0818 2.2919
H: -1.3495 -2.5525 2.6403
H: 1.1518 -1.9128 0.0762

Values from the calculation:
Maximum force in Eh/bohr: 0.0140
Structure (SMILES): CCN.CSS
Energy relative to the best compared isomer or geometry (same formula, charge and spin) in eV: 0.190
Orbital gap in eV: 9.33
Multiplicity: 1



(3)
A cluster of 2 separate species, C3H8NS2 in total at a distorted geometry, computed with wB97M-V/def2-TZVPD.

CARTESIAN COORDINATES (ANGSTROEM)
C: 0.2148 -0.9543 1.2073
C: 0.9239 -0.9410 -0.1351
C: -0.5440 -0.9113 -0.0462
N: -1.1536 1.4315 -0.3735
S: 1.9316 0.4735 -0.6748
S: -1.9058 -1.5478 -0.7238
H: 0.2707 -1.8807 1.5819
H: 0.2374 -0.0593 1.8894
H: 1.3967 -1.8199 -0.2887
H: -1.8910 1.4087 0.3173
H: -1.4692 1.4329 -1.3515
H: -0.4535 2.1315 -0.1676
H: 2.9317 0.2370 0.0524
H: -1.1712 -1.5961 -2.0109

Values from the calculation:
Maximum force in Eh/bohr: 0.0882
Net charge: +1
Energy relative to the best compared isomer or geometry (same formula, charge and spin) in eV: 3.074
Orbital gap in eV: 7.71
Multiplicity: 1



(4)
A cluster of 2 separate species, C5H10O in total, computed with wB97M-V/def2-TZVPD.

CARTESIAN COORDINATES (ANGSTROEM)
O: 2.9073 0.6163 0.4466
C: 2.8268 -0.0445 1.5711
C: 0.1573 -0.5830 -0.5302
C: -1.2787 -1.0679 -0.2558
C: -1.7502 0.3963 -0.3772
C: -0.2941 0.8427 -0.1097
H: 2.0504 0.8460 0.0296
H: 0.9572 -1.0765 0.0281
H: 1.7256 -0.1788 1.7809
H: 0.4048 -0.6199 -1.5959
H: -1.3765 -1.4338 0.7717
H: -1.7026 -1.8089 -0.9386
H: -2.0488 0.6330 -1.4034
H: -2.5259 0.7477 0.3085
H: -0.1291 1.0310 0.9592
H: 0.0765 1.7001 -0.6849

Values from the calculation:
Maximum force in Eh/bohr: 0.0072
Energy relative to the best compared isomer or geometry (same formula, charge and spin) in eV: 4.233
Orbital gap in eV: 9.53
Multiplicity: 1